Computed, not measured: a 2-piece molecular cluster, C2H6IN overall in a non-equilibrium geometry, with ωB97M-V/def2-TZVPD.

Calculated values
Lowest unoccupied orbital energy (alpha / beta) = -1.129 / 0.133 eV
Energy = -11757.2211 eV

Element x y z (Å)
C -0.17475 -0.68931 0.54154
C 0.42182 0.12080 -0.49528
N -1.93939 0.85886 -1.73126
I -3.21190 -0.48031 -2.19832
H 0.51136 -1.27592 1.20922
H -0.70656 -0.13194 1.26595
H -0.86452 -1.25167 -0.01973
H 1.20788 0.83254 -0.24004
H 0.12080 -0.04350 -1.46750
H -1.54997 1.34715 -2.62793

Löwdin population analysis, charges in e, atoms 1 to 8: -0.20, -0.06, -0.66, 0.74, 0.09, 0.06, 0.02, 0.05



Computed, not measured: C60H47BaN7O3P2SSi as an isolated structure in a non-equilibrium geometry, with ωB97M-V/def2-TZVPD.

Calculated values
Charge = -2
Lowest unoccupied orbital energy (alpha / beta) = 3.040 / 3.040 eV
Energy = -117541.3413 eV

Element x y z (Å)
Ba 0.49087 -0.03978 -0.00204
C -0.54369 -2.74827 0.93554
Si 0.03223 -2.74797 -0.91991
C 1.06571 -4.32904 -0.59587
C 0.61968 -5.62782 -0.83232
C 1.38323 -6.72420 -0.46861
C 2.60933 -6.54117 0.16001
C 3.05476 -5.26002 0.43856
C 2.28697 -4.15377 0.06301
P 2.73542 -2.41299 0.40583
C 4.10563 -2.08645 -0.77511
C 4.36297 -0.74987 -1.07496
C 5.45886 -0.40109 -1.85024
C 6.31166 -1.38518 -2.32503
C 6.06123 -2.71770 -2.02889
C 4.96139 -3.06879 -1.26201
C 3.78133 -2.59547 1.91945
C 4.98107 -1.90590 2.08839
C 5.70496 -2.02571 3.26534
C 5.24121 -2.82804 4.29587
C 4.02582 -3.48330 4.15703
C 3.29552 -3.35315 2.98761
C -1.52310 -3.28629 -1.85331
C -2.64686 -4.04905 -1.57013
C -3.67098 -4.14431 -2.50796
C -3.56604 -3.47069 -3.71885
C -2.44260 -2.70646 -4.01676
C -1.41542 -2.62409 -3.08751
P 0.09035 -1.52597 -2.95424
C 1.36328 -2.87452 -3.53140
C 1.04074 -4.22575 -3.69055
C 1.95580 -5.14729 -4.17974
C 3.22976 -4.74231 -4.54237
C 3.56744 -3.40427 -4.41715
C 2.65206 -2.49257 -3.91358
C 0.11557 -0.89440 -4.76548
C 0.20019 0.45864 -5.09921
C 0.34714 0.88297 -6.41364
C 0.36160 -0.03413 -7.45309
C 0.21210 -1.37993 -7.15364
C 0.10981 -1.79872 -5.83506
H -0.99639 -3.72720 1.10398
H -1.26280 -2.00010 1.25957
H 0.34076 -2.69622 1.57897
H -0.34543 -5.78373 -1.30366
H 1.02153 -7.72713 -0.66872
H 3.21054 -7.39787 0.44287
H 3.99082 -5.12383 0.96591
H 3.70844 0.02097 -0.68647
H 5.64541 0.64104 -2.07741
H 7.16853 -1.11539 -2.93111
H 6.72256 -3.49147 -2.40157
H 4.77054 -4.11154 -1.04990
H 5.35583 -1.27110 1.29873
H 6.63226 -1.47748 3.37739
H 5.81789 -2.93269 5.20684
H 3.64249 -4.09107 4.96800
H 2.34139 -3.85872 2.89431
H -2.74110 -4.56803 -0.61913
H -4.56097 -4.72633 -2.29231
H -4.37712 -3.52766 -4.43745
H -2.38514 -2.16540 -4.95347
H 0.03854 -4.56629 -3.47668
H 1.65943 -6.18490 -4.29307
H 3.94047 -5.45757 -4.94211
H 4.54607 -3.05858 -4.72805
H 2.94221 -1.45047 -3.87625
H 0.14216 1.20343 -4.32021
H 0.45062 1.94286 -6.62023
H 0.47988 0.29091 -8.48090
H 0.18774 -2.11450 -7.95260
H 0.02439 -2.86020 -5.64035
C -7.34663 10.72128 5.73419
O -7.77148 9.38297 5.63955
C -6.91240 8.50750 5.02833
C -5.64817 8.84362 4.55811
C -4.85697 7.88289 3.95557
C -5.29114 6.56253 3.80253
C -6.56855 6.24645 4.28616
C -7.36324 7.20095 4.88692
C -4.41260 5.59651 3.17653
N -3.19410 5.85035 2.74307
C -2.71880 4.67593 2.23925
C -3.66758 3.67547 2.36404
N -4.74116 4.27924 2.95914
C -3.48562 2.35225 1.87290
C -4.46764 1.37588 1.86213
C -4.20824 0.15067 1.24281
C -2.92666 -0.06106 0.73494
N -1.93133 0.80079 0.81205
C -2.19551 2.06070 1.30503
C -1.19699 3.05644 1.19309
N 0.01584 2.71652 0.63480
C 0.90372 3.68546 0.45467
C 0.71052 5.01546 0.79393
C -0.49373 5.37614 1.40668
C -1.44891 4.40460 1.61965
H -8.16866 11.27214 6.18628
H -7.12750 11.14769 4.75002
H -6.45821 10.82406 6.36606
H -5.26685 9.85023 4.66422
H -3.87088 8.13279 3.58854
H -6.94976 5.23662 4.19533
H -8.34629 6.94890 5.26456
H -5.60417 3.83299 3.20716
H -5.43819 1.57956 2.30549
H -4.96480 -0.61618 1.15109
H -2.72422 -0.99372 0.21347
H 1.84671 3.37082 0.01395
H 1.48096 5.74910 0.59694
H -0.70080 6.39338 1.71448
O 0.24662 -1.03260 4.03963
H 0.78112 -0.32736 3.65095
H -0.32132 -1.34436 3.32864
S -1.08295 0.01007 -2.21033
O 2.08054 0.54232 -2.86593
C 1.45225 -0.34366 -2.38130
N 2.12702 0.67103 1.65515
C 3.16094 1.00354 2.11261
N 4.34725 1.22876 2.48376
C 4.97186 1.96290 3.34914
N 5.62819 2.57254 4.09113

Löwdin population analysis, charges in e, atoms 1 to 8: 1.57, -0.26, 0.43, -0.28, -0.09, -0.09, -0.10, -0.11



Computed, not measured: an isolated ion of composition C9H10IN2 and charge +1 in a non-equilibrium geometry, with ωB97M-V/def2-TZVPD.

Calculated values
Charge = +1
SMILES = [H]\N=C1/C=CC=C/[N+]1=C/C=C(/C)I
Lowest unoccupied orbital energy (alpha / beta) = -5.562 / -5.562 eV
Energy = -20565.9409 eV

Element x y z (Å)
H 0.42135 0.61715 2.31917
N 0.30800 0.22115 1.39424
C -0.60518 0.80908 0.69543
C -1.55867 1.74158 1.25012
C -2.40256 2.42296 0.46658
C -2.47800 2.29496 -0.91428
C -1.69693 1.34612 -1.49617
N -0.79433 0.58656 -0.67263
C -0.19882 -0.47770 -1.24750
C 0.95190 -1.18937 -0.84551
C 2.07686 -0.86587 -0.10850
C 2.97582 -1.91617 0.37151
I 2.71148 1.01479 0.09967
H -1.65508 2.00174 2.24303
H -3.09310 3.19259 0.90336
H -2.95499 3.13443 -1.41739
H -1.39894 1.43028 -2.49668
H -0.83694 -0.76801 -2.09816
H 0.99642 -2.21848 -1.03610
H 4.03775 -1.96545 0.27568
H 2.57346 -2.91767 0.05288
H 2.77977 -1.77421 1.39872

Löwdin population analysis, charges in e, atoms 1 to 8: 0.08, 0.06, -0.36, 0.02, -0.07, -0.03, 0.01, 0.01



Computed, not measured: a 2-piece molecular cluster, C3H3IO2 overall in a non-equilibrium geometry, with ωB97M-V/def2-TZVPD.

Calculated values
Lowest unoccupied orbital energy (alpha / beta) = -0.645 / -0.645 eV
Energy = -15347.2009 eV

Element x y z (Å)
C 1.90588 0.02694 0.53035
C 2.30232 0.91215 -0.11404
C -1.59742 -0.08168 -0.16921
O -1.10562 -2.19943 -0.22530
O -2.00111 -1.25228 -0.09100
I -2.95323 1.56452 0.07391
H 1.37776 -0.49156 1.40335
H -0.62646 0.12944 -0.48865
H 2.69788 1.39189 -0.91940

Löwdin population analysis, charges in e, atoms 1 to 8: -0.03, -0.01, -0.57, -0.15, -0.19, 0.84, 0.08, 0.03



Calculated ΔE to the lowest compared entry with this formula, charge and spin (kJ/mol), listed in the same order as above: 332.3, 277.5, 305.0, 707.8